(1)
24
Properties=species:S:1:pos:R:3:forces:R:3:lowdin_charge:R:1 method="wB97M-V/def2-TZVPD" total_charge=0 lumo_ha=0.0279 molar_mass_g_mol=129.20 multiplicity=1 gap_ev=8.887 smiles="CC(C)=[N+]([O-])C(C)(C)C" e_homo_ha=-0.29871
C -1.33852 0.58386 2.54384 -2.635 1.171 -3.913 -0.021
C -0.48475 0.50647 1.29854 -0.655 -0.119 0.314 -0.304
C 0.35311 1.74390 1.06770 1.612 -3.931 -3.167 -0.020
N -0.69504 -0.50227 0.50896 0.076 -1.279 -0.390 -0.180
O -1.56358 -1.45014 0.77721 0.917 1.233 0.220 -0.123
C 0.05975 -0.66858 -0.85502 -0.247 -0.365 1.063 -0.493
C 1.55770 -0.79378 -0.52237 0.789 2.089 1.073 -0.042
C -0.31626 -1.97731 -1.52442 -1.780 -1.937 1.477 -0.065
C -0.46395 0.47126 -1.66027 -1.363 3.208 -1.372 -0.055
H -1.14905 -0.21639 3.19756 0.283 -0.648 1.300 0.056
H -2.43466 0.30892 2.02879 2.360 0.899 1.809 0.149
H -1.24607 1.66772 2.84659 -0.523 -1.591 0.550 0.090
H 0.57841 2.01795 2.00645 0.961 1.829 2.999 0.035
H 1.30309 1.50199 0.51682 -0.780 0.204 0.771 0.080
H -0.08366 2.44346 0.43946 -1.324 1.634 -0.651 0.063
H 2.19129 0.13567 -0.43601 -1.118 -0.452 -0.061 0.080
H 1.68450 -1.27905 0.45872 -0.148 -0.202 -0.544 0.105
H 2.09456 -1.30161 -1.27384 0.284 -1.115 -0.892 0.061
H 0.20390 -2.85246 -0.98627 -0.026 1.212 -1.692 0.116
H -0.36941 -1.85436 -2.62761 0.950 -0.585 0.770 0.092
H -1.35067 -2.30771 -1.23878 0.533 0.948 -0.284 0.085
H -1.48452 0.84249 -1.34989 0.891 -0.765 0.426 0.113
H 0.12451 1.42985 -1.58507 -0.188 -1.130 -0.330 0.089
H -0.74855 0.30018 -2.72547 1.131 -0.310 0.525 0.088

=====

(2)
26
Properties=species:S:1:pos:R:3:forces:R:3:lowdin_charge:R:1 method="wB97M-V/def2-TZVPD" total_charge=0 lumo_ha="0.0125 / -0.0177" molar_mass_g_mol=177.27 multiplicity=1 gap_ev="8.034 / 5.920" e_homo_ha="-0.28271 / -0.23520"
C 0.32674 0.88040 4.03147 -0.420 0.432 -1.932 -0.226
C 0.24524 0.93536 -0.02491 -0.268 3.795 2.391 -0.469
C -0.20088 -0.41240 -2.56323 -3.719 -0.897 -0.214 -0.044
C 2.02211 -0.97155 -1.71314 2.016 0.521 3.627 -0.033
C 0.15836 -2.47115 -1.13131 -0.397 -1.452 -0.770 -0.050
C -0.96874 2.88212 2.50474 -1.182 -1.409 2.736 -0.207
C 0.54038 -1.08191 -1.49761 1.392 -0.064 0.871 -0.525
N -1.96402 0.28988 2.65894 -0.931 -0.235 0.561 -0.378
O 0.72575 1.96358 -0.41071 0.032 -1.466 -0.803 0.104
O 0.03234 -0.25873 -0.13078 0.718 -2.636 -1.616 0.024
S -0.61260 1.01389 2.55831 0.434 0.929 1.083 0.739
H 0.16127 0.03917 4.68109 0.013 -0.302 -0.067 0.001
H 1.31804 1.14515 3.66619 0.280 0.146 0.907 -0.003
H 0.35593 0.27100 -3.09735 1.285 1.658 -0.942 0.058
H -0.54626 -1.17883 -3.31474 0.058 0.710 0.701 0.119
H -1.10072 0.13457 -2.11341 0.975 -0.961 -1.006 0.134
H 2.59473 -1.82060 -1.27833 -0.684 -0.097 -0.724 0.092
H 2.57421 -0.18498 -1.07301 -1.263 -0.313 -1.471 0.126
H 2.19952 -0.86506 -2.74520 0.624 0.225 -1.142 0.072
H 0.72298 -3.26719 -1.74781 -0.615 1.466 0.695 0.113
H 0.55694 -2.61966 -0.05051 -1.696 -0.137 -1.585 0.132
H -0.93245 -2.56403 -1.53164 1.453 -0.434 2.016 0.120
H -0.49620 3.32528 3.48637 -1.177 -0.555 -2.204 0.076
H -0.49250 3.13619 1.59847 0.319 0.995 -0.925 -0.023
H -2.15149 2.85824 2.45788 2.612 0.346 0.200 0.088
H -2.15899 -0.25306 1.83780 0.139 -0.263 -0.386 -0.042

=====

(3)
34
Properties=species:S:1:pos:R:3:forces:R:3:mulliken_spin:R:1 method="wB97M-V/def2-TZVPD" total_charge=-1 lumo_ha="0.0721 / 0.0814" molar_mass_g_mol=709.71 multiplicity=2 gap_ev="6.376 / 6.645" e_homo_ha="-0.16224 / -0.16281"
Ti 0.00490 -2.73884 0.01859 0.085 0.627 0.374 1.011
Se 3.67573 -4.33013 3.13778 0.089 -0.309 0.145 -0.006
Sb 2.46621 -2.58451 2.07008 1.646 0.200 0.857 0.009
Se 2.31479 -3.18548 -0.33968 -0.050 -0.448 -1.364 -0.057
Se 0.08357 -2.86827 2.49446 -1.702 -0.204 -0.110 -0.021
Se 3.30443 -0.36560 2.32757 0.181 0.370 0.102 -0.002
C 2.41297 2.58165 0.14618 0.210 0.133 0.110 -0.001
C 1.12245 2.46675 0.93352 -0.118 0.673 -0.765 -0.002
O 0.09811 1.72241 0.19506 0.105 -0.313 0.246 0.000
P 0.32134 0.10926 0.37873 0.840 0.079 -0.276 0.021
O 0.68667 -0.41271 -1.15296 -0.608 -0.148 0.235 0.002
C -0.07169 -0.03163 -2.32560 0.621 1.788 0.045 0.000
C 0.77466 0.93761 -3.17413 -0.142 -0.311 0.107 0.000
O -1.19960 -0.51288 0.30405 -0.510 0.046 0.028 -0.013
C -2.05780 -0.29230 1.44402 -0.575 0.336 0.145 0.001
C -3.03224 0.84543 1.16162 0.412 0.154 -0.255 0.000
H 3.18660 2.99096 0.82776 -0.284 -0.273 -0.473 0.000
H 2.30251 3.25251 -0.71440 -0.012 -0.101 0.140 0.000
H 2.73186 1.59782 -0.21492 0.115 0.157 0.207 0.001
H 0.70309 3.46443 1.07935 -0.131 -0.140 0.105 -0.001
H 1.32461 2.01987 1.89391 -0.118 -0.396 0.311 -0.002
H -1.01105 0.45637 -2.04853 0.057 -0.256 0.099 0.000
H -0.26587 -0.90683 -2.89322 -0.301 -0.940 -0.324 0.000
H 1.01928 1.84197 -2.61108 -0.110 -0.106 -0.002 0.000
H 0.22382 1.23245 -4.08882 0.296 -0.231 0.400 0.000
H 1.71857 0.44209 -3.43796 -0.244 0.171 -0.092 0.000
H -1.47709 -0.11575 2.36002 0.106 -0.060 -0.290 0.003
H -2.63330 -1.20770 1.59055 0.183 -0.062 -0.044 -0.001
H -2.55482 1.82714 1.04077 0.115 -0.360 -0.007 0.000
H -3.74467 0.93500 1.96873 -0.228 -0.086 0.335 0.000
H -3.58373 0.61716 0.25425 -0.099 0.008 -0.140 0.000
S -4.36627 -3.38170 -0.60290 -0.877 -0.072 0.060 0.022
C -2.81850 -3.25943 -0.91114 0.617 0.136 -0.047 0.027
N -1.65953 -3.14713 -1.11168 0.432 -0.059 0.138 0.007

=====

(4)
27
Properties=species:S:1:pos:R:3:forces:R:3:lowdin_charge:R:1 method="wB97M-V/def2-TZVPD" total_charge=0 lumo_ha=0.0014 molar_mass_g_mol=177.20 multiplicity=1 gap_ev=8.850 e_homo_ha=-0.32382
C -1.67501 -0.40395 2.06362 -0.563 -2.697 0.094 -0.196
C -0.32196 -0.65662 1.42470 3.234 -1.931 2.956 -0.126
C -0.25634 -0.33217 -0.03889 -0.385 -2.159 -2.013 -0.393
C 1.12047 -0.79820 -0.46773 -0.027 3.475 0.950 -0.467
C 2.08502 0.34285 -0.56871 3.356 -3.766 -2.298 -0.167
C 0.36925 1.41667 -1.73085 -4.404 0.039 -0.441 -0.185
C -0.60481 1.12951 -0.53091 5.383 -1.823 2.051 -0.271
H -3.61830 -1.36069 1.94510 4.796 0.587 -3.587 0.271
H -1.71304 0.62631 1.99694 -1.407 2.341 -0.729 0.073
H -2.04840 -0.65577 3.07050 1.786 -0.073 0.156 0.120
H 0.56533 -0.07090 1.96034 -2.083 -0.918 -0.788 0.160
H 0.09431 -1.80471 1.51255 -1.540 2.699 -0.076 0.183
H -1.81425 -1.26934 -0.06615 0.235 -1.523 -2.041 0.053
H 1.49945 -1.36452 0.28745 1.013 -1.734 2.512 0.099
H 0.50193 -2.09330 -1.69683 -0.922 -0.563 -0.008 0.097
H 2.73542 -0.44662 -1.50320 -0.236 2.904 3.187 0.226
H 2.58034 0.48616 0.41028 0.246 0.129 -0.691 0.114
H 2.33473 1.68598 -1.95520 0.532 0.664 -0.667 0.106
H 0.05175 2.44452 -1.95048 0.083 -0.296 -0.983 0.116
H -0.11434 0.58380 -2.59188 2.207 2.201 2.018 0.203
H -1.54843 1.15966 -0.90076 -3.140 0.533 -0.523 0.115
H 0.90537 2.04105 0.97801 -5.738 -0.403 -2.296 0.315
N 1.68304 1.52428 -1.22923 -0.219 -0.279 -0.019 -0.066
O -2.60492 -1.25263 1.26538 -4.894 0.750 3.956 -0.186
O -1.04142 -1.41052 -0.71036 -1.789 2.410 1.778 -0.054
O 1.23555 -1.50268 -1.59499 0.020 -1.177 -3.202 0.001
O -0.40074 1.98185 0.62130 4.457 0.608 0.704 -0.140

=====

(5)
30
Properties=species:S:1:pos:R:3:forces:R:3:lowdin_charge:R:1 method="wB97M-V/def2-TZVPD" total_charge=+1 lumo_ha=-0.1370 molar_mass_g_mol=240.17 multiplicity=1 gap_ev=10.153 smiles="CC(=O)OCC[N@@+](C)(CC=O)P(=O)(O)O" e_homo_ha=-0.51009
C -3.36594 0.83094 -0.35385 1.356 -0.029 0.108 0.034
C -3.06437 -0.49026 -1.06508 0.170 1.512 0.212 -0.508
O -3.91905 -1.24671 -1.29134 -1.484 -1.769 -0.565 0.202
O -1.75318 -0.78521 -1.49099 0.453 0.840 0.927 -0.043
C -1.03724 -1.44468 -0.43661 -0.255 -0.452 -0.300 -0.141
C 0.48053 -1.21864 -0.54994 -1.175 -1.106 -0.039 -0.099
N 0.99914 0.06459 0.03932 0.645 -0.820 -0.421 -0.269
C 0.31407 1.30895 -0.46325 0.398 1.120 0.346 0.010
C 1.05471 0.03312 1.56205 0.463 1.286 -0.140 -0.068
C -0.22350 0.55815 2.25537 0.360 0.368 -1.333 -0.243
O -0.71371 -0.10908 3.08248 -0.959 -1.518 1.957 0.135
P 2.73528 0.23951 -0.47765 3.016 1.604 -0.055 0.475
O 3.15406 1.60672 -0.25045 -0.862 0.871 0.335 -0.190
O 3.63797 -0.70213 0.47589 -1.735 -0.338 -1.024 -0.075
O 2.91959 -0.10064 -2.02126 -0.751 -1.580 1.562 -0.036
H -3.23497 1.68456 -1.03795 -0.143 -0.343 0.141 0.105
H -2.62495 0.96103 0.45687 -0.396 0.089 -0.142 0.057
H -4.36772 0.81882 0.08432 0.267 -0.113 -0.312 0.104
H -1.20676 -2.52809 -0.57223 0.181 0.319 0.213 0.153
H -1.47521 -1.18088 0.54158 0.439 -0.012 -0.141 0.134
H 0.96690 -2.06689 -0.03736 -0.008 0.523 0.024 0.149
H 0.73404 -1.32371 -1.61711 -0.050 0.565 0.349 0.141
H 0.67643 2.13478 0.16885 0.028 -0.315 -0.325 0.118
H -0.77119 1.28077 -0.34919 0.341 -0.516 -0.354 0.077
H 0.66372 1.52892 -1.47913 -0.478 -0.269 0.144 0.125
H 1.38672 -0.94651 1.92187 -0.613 0.109 -0.153 0.147
H 1.86309 0.74629 1.82346 -0.458 -0.101 -0.043 0.134
H -0.72298 1.52059 2.02299 0.759 0.092 -0.423 0.140
H 3.83063 -0.11941 1.23426 0.430 -0.286 -0.132 0.109
H 3.06388 -1.05491 -2.17595 0.061 0.272 -0.415 0.123

=====

(6)
25
Properties=species:S:1:pos:R:3:forces:R:3:lowdin_charge:R:1 method="wB97M-V/def2-TZVPD" total_charge=0 lumo_ha=0.0302 molar_mass_g_mol=157.29 multiplicity=1 gap_ev=8.992 e_homo_ha=-0.30028
C 1.02547 1.47736 0.37258 0.343 -1.873 -0.069 0.038
C 1.08217 0.27796 0.23871 -0.039 0.373 0.043 -0.195
C -2.22360 1.09207 -0.65906 0.285 -0.895 -0.982 -0.235
C -2.87577 3.45971 0.16287 0.467 -1.788 0.068 -0.019
C 2.14155 -2.06706 1.81834 1.555 0.837 -0.417 -0.197
C 2.60811 -1.61319 -1.39898 -1.045 -1.116 -0.807 -0.186
C -0.29116 -2.31283 -0.07063 1.418 -0.666 0.139 -0.178
N -2.60885 1.89857 0.26225 -0.698 3.758 0.090 -0.051
O -2.06495 1.72971 -1.87652 0.954 -1.691 0.704 -0.059
Si 1.36774 -1.54170 0.08183 1.449 0.344 0.901 0.513
H 1.19265 2.46443 0.60697 -0.117 1.672 0.164 -0.003
H -1.56332 0.98025 -2.28924 -0.782 1.366 -0.264 0.088
H -3.18557 3.80725 -0.85702 0.302 -0.652 1.102 0.083
H -3.65375 3.53360 0.91193 -0.375 0.655 -0.209 0.057
H -1.99639 4.01871 0.53644 -0.341 -0.419 -0.442 0.071
H 2.06668 -1.21326 2.57431 -0.302 -1.251 -0.966 0.037
H 1.68098 -3.00205 2.18154 0.174 0.507 0.034 0.009
H 3.28428 -2.23780 1.74234 -1.773 0.101 -0.034 0.039
H 2.85657 -0.59294 -1.69225 -0.090 -0.088 -0.092 0.014
H 3.52664 -2.13468 -1.19079 0.507 -0.071 0.594 0.002
H 2.25909 -2.20763 -2.30937 -0.061 1.029 1.061 0.046
H -0.91556 -1.62386 -0.52067 -1.612 1.619 -0.636 -0.024
H -0.29816 -3.15137 -0.71260 0.118 -1.251 -0.624 0.020
H -0.63643 -2.60719 0.89278 -0.463 -0.115 0.745 0.030
H -2.77842 1.56594 1.19423 0.125 -0.383 -0.103 0.102